# 1
64
Properties=species:S:1:pos:R:3 method="wB97M-V/def2-TZVPD" e_above_lowest_kcal_mol=124.4 max_force_ev_per_a=3.649 e_lumo_ev=0.055 orbital_gap_ev=8.3652 homo_energy_ev=-8.310 charge=0 molar_mass_g_mol=353.4
C -1.302 -1.140 2.025
C -1.518 -2.703 1.736
C -3.056 -2.949 1.535
C -1.157 -0.330 0.747
N -1.706 1.025 0.819
C -1.029 1.948 -0.119
C -3.187 1.131 0.771
H -0.278 -1.162 2.502
H -2.083 -0.888 2.733
H -1.012 -2.997 0.801
H -1.151 -3.198 2.643
H -3.433 -3.302 2.474
H -3.549 -1.988 1.137
H -2.913 -3.669 0.764
H -0.078 -0.259 0.483
H -1.503 -1.038 -0.062
H 0.002 1.957 0.245
H -1.568 2.862 -0.304
H -1.121 1.572 -1.135
H -3.450 1.099 1.793
H -3.524 0.079 0.566
H -3.757 1.894 0.264
H 0.024 -4.290 -1.814
H 0.361 -5.288 -0.871
O -0.348 -5.165 -1.533
H 1.312 3.782 -0.012
H 0.281 4.451 -0.902
O 1.237 4.275 -0.894
H 2.955 2.321 -0.785
H 2.606 2.457 -2.227
O 2.720 1.771 -1.568
H 0.085 3.214 -3.865
H -0.849 2.174 -4.645
O -0.140 2.807 -4.696
H 0.150 -2.054 -0.194
H 1.183 -1.498 -1.203
O 0.692 -2.277 -0.950
H -0.363 -3.228 -2.885
H 0.784 -3.691 -3.731
O 0.074 -3.028 -3.729
H -4.487 -0.181 3.361
H -3.837 0.592 4.370
O -3.668 -0.212 3.864
H 3.472 -0.157 -1.256
H 3.932 -1.522 -0.626
O 3.924 -0.541 -0.472
H 2.174 -0.326 0.262
H 1.611 1.003 0.805
O 1.674 0.067 1.016
H 2.483 3.129 1.864
H 0.901 3.188 2.130
O 1.634 3.149 1.426
H 0.062 1.738 3.567
H -0.350 1.761 2.165
O -0.286 2.419 2.914
H 1.581 0.624 2.938
H 1.916 0.015 4.248
O 1.843 0.896 3.826
H 1.983 -0.752 -2.977
H 1.549 -2.140 -3.416
O 2.264 -1.675 -2.944
H -0.658 -0.801 -2.577
H 0.214 0.340 -2.917
O -0.592 0.146 -2.433

=====

# 2
73
Properties=species:S:1:pos:R:3 method="wB97M-V/def2-TZVPD" e_above_lowest_kcal_mol=0.0 max_force_ev_per_a=6.169 e_lumo_ev=-2.820 orbital_gap_ev=9.6126 homo_energy_ev=-12.433 charge=+1 molar_mass_g_mol=422.4
C 3.141 3.632 1.510
O 2.579 2.314 1.639
C 1.604 2.137 0.767
C 1.223 0.645 0.821
N 0.131 0.150 -0.194
H -0.612 0.839 -0.256
H 0.659 0.224 -1.081
C -0.524 -1.122 0.078
C -1.833 -1.324 -0.651
O -2.499 -2.329 0.142
C -3.211 -3.348 -0.495
H 3.698 3.695 0.557
H 3.803 3.940 2.181
H 2.357 4.276 1.484
H 1.779 2.379 -0.299
H 0.581 2.722 0.882
H 0.910 0.612 1.896
H 1.979 -0.025 0.475
H -0.583 -1.134 1.181
H 0.211 -1.979 -0.239
H -1.705 -1.634 -1.799
H -2.480 -0.328 -0.592
H -2.411 -4.084 -1.132
H -3.965 -2.853 -1.115
H -3.610 -3.926 0.480
O 0.183 -2.910 -2.563
H -0.466 -3.505 -2.944
H 0.952 -2.941 -3.234
O 3.699 4.272 4.805
H 3.563 3.284 4.457
H 4.508 4.784 4.459
O -2.139 -6.496 -2.362
H -2.786 -6.138 -2.968
H -1.270 -6.142 -2.672
O 3.530 1.401 -2.988
H 2.831 0.612 -2.743
H 4.258 1.100 -2.504
O -4.656 -1.105 1.187
H -4.189 -0.279 1.432
H -4.057 -1.716 0.754
O 1.857 7.337 0.935
H 1.776 6.798 0.216
H 1.022 7.341 1.464
O -6.491 -2.822 -2.179
H -6.207 -1.797 -2.095
H -7.252 -2.864 -2.779
O 0.043 -1.167 4.011
H -0.106 -0.461 4.787
H -0.666 -1.764 3.968
O -4.335 1.497 -1.564
H -4.902 2.219 -1.079
H -4.802 0.636 -1.237
O -1.682 2.239 -0.900
H -2.590 2.121 -1.151
H -1.279 3.144 -1.281
O 2.707 -2.955 1.700
H 2.343 -2.994 2.611
H 2.051 -3.659 1.423
O -1.100 -0.591 -4.499
H -0.867 -0.355 -5.425
H -1.893 -0.166 -4.215
O 5.106 6.230 3.312
H 4.509 7.011 2.857
H 5.853 6.213 2.647
O 4.261 0.502 2.678
H 3.890 0.962 1.981
H 3.819 0.717 3.449
O 1.111 -0.149 -2.750
H 0.534 -0.253 -3.428
H 1.407 -0.974 -2.488
O -0.903 -6.334 0.446
H -1.511 -6.023 -0.251
H -0.886 -7.338 0.479

=====

# 3
24
Properties=species:S:1:pos:R:3 method="wB97M-V/def2-TZVPD" e_above_lowest_kcal_mol=0.0 max_force_ev_per_a=0.201 e_lumo_ev=2.686 orbital_gap_ev=9.0774 homo_energy_ev=-6.392 charge=-1 molar_mass_g_mol=417.5
Pd -2.628 0.058 1.065
O -2.598 -2.201 3.918
S -1.851 -1.797 2.762
O -0.602 -2.482 2.553
O -2.723 -1.868 1.480
O -1.639 -0.260 2.746
O -0.392 -0.037 -0.789
B -0.531 1.159 -1.459
O 0.688 1.702 -1.835
C 1.620 0.816 -1.331
C 2.991 0.888 -1.392
C 3.693 -0.132 -0.748
C 3.034 -1.153 -0.072
C 1.642 -1.217 -0.017
C 0.969 -0.220 -0.679
H 3.491 1.701 -1.901
H 4.775 -0.118 -0.763
H 3.612 -1.910 0.441
H 1.113 -1.972 0.549
O -3.813 2.840 -1.509
S -3.032 1.841 -0.875
O -3.592 0.479 -0.823
O -2.508 2.133 0.479
O -1.718 1.753 -1.797

=====

# 4
41
Properties=species:S:1:pos:R:3 method="wB97M-V/def2-TZVPD" e_above_lowest_kcal_mol=31.8 max_force_ev_per_a=2.759 e_lumo_ev=4.845 orbital_gap_ev=5.8869 homo_energy_ev=-1.042 charge=-3 molar_mass_g_mol=718.2
Na -0.871 -0.614 0.506
C -3.238 3.677 -0.573
F -3.670 2.874 -1.554
F -3.293 4.959 -0.935
F -4.085 3.529 0.475
S -1.459 3.182 0.060
O -0.511 3.823 -0.836
O -1.380 3.729 1.406
O -1.445 1.720 -0.037
C -0.959 -0.789 5.301
F 0.309 -0.854 4.937
F -1.443 -2.038 5.479
F -1.134 -0.186 6.484
S -1.950 0.144 3.971
O -3.358 -0.084 4.341
O -1.430 1.506 4.113
O -1.603 -0.522 2.716
C 2.217 -0.695 -2.571
F 3.399 -0.685 -1.942
F 2.156 -1.863 -3.271
F 1.236 -0.706 -1.674
S 2.106 0.780 -3.772
O 1.914 1.958 -2.951
O 3.397 0.771 -4.477
O 0.984 0.463 -4.640
C 3.624 0.143 2.092
F 4.342 0.948 2.877
F 4.315 -0.148 0.991
F 3.340 -1.010 2.713
S 2.035 1.046 1.552
O 1.469 1.707 2.715
O 2.410 1.999 0.515
O 1.204 -0.071 1.070
Cl -1.413 -1.918 -1.738
C -0.587 -3.118 -2.765
C -1.594 -4.106 -3.345
Cl -0.749 -5.003 -4.663
H 0.321 -3.578 -2.381
H -0.212 -2.558 -3.623
H -2.365 -3.566 -3.887
H -2.030 -4.845 -2.680